Record 1
Computed, not measured: a structure of composition C16H35ClF6NO14V at a distorted geometry, with ωB97M-V with the def2-TZVPD basis set.

**Spin multiplicity**: 2
**Lowest unoccupied orbital energy (spin up / spin down)**: 1.600 / 1.604 eV
**Kohn-Sham gap (spin up / spin down)**: 7.10 / 7.11 eV
**Expectation value of S²**: 0.785
**Total charge**: -1

```
74
Properties=species:S:1:pos:R:3:mulliken_charge:R:1
O 23.41 10.29 8.30 0.018
V 22.61 11.65 8.54 1.151
C 19.91 10.64 7.05 1.990
O 19.54 10.60 5.70 -0.380
O 20.93 11.52 7.18 -0.792
C 18.62 10.99 7.82 0.408
F 18.14 12.21 7.49 -0.326
F 17.62 10.12 7.57 -0.342
F 18.75 11.00 9.17 -0.161
C 19.50 9.33 5.10 0.333
C 19.48 9.51 3.59 -1.512
H 18.51 9.88 3.25 0.349
H 20.28 10.19 3.30 0.328
H 19.69 8.55 3.11 0.413
H 18.61 8.78 5.44 0.257
H 20.35 8.68 5.33 -0.023
H 20.20 9.63 7.40 -1.440
C 24.52 13.33 6.81 -0.001
O 25.25 12.22 7.38 0.051
O 23.22 13.14 7.04 -0.588
C 25.08 14.63 7.42 0.628
F 26.29 14.97 6.92 -0.293
F 24.26 15.67 7.14 -0.297
F 25.23 14.60 8.77 -0.246
C 26.49 11.88 6.72 -0.693
C 26.93 10.59 7.36 -0.556
H 27.77 10.13 6.84 0.458
H 27.27 10.75 8.38 0.243
H 26.13 9.85 7.25 -0.240
H 27.18 12.71 6.93 0.256
H 26.37 11.80 5.64 0.389
H 24.76 13.42 5.74 0.213
Cl 24.02 8.18 4.86 1.828
O 23.78 8.48 3.47 -0.738
O 23.79 6.78 5.13 -0.726
O 25.39 8.48 5.20 -0.709
O 23.12 8.97 5.67 -0.732
C 26.72 7.54 9.87 -0.722
O 25.42 7.24 9.43 -0.491
C 24.97 8.18 8.46 -0.448
C 23.60 7.76 8.01 -1.105
N 22.65 7.79 9.12 0.204
C 21.34 7.32 8.71 -0.242
C 20.39 7.10 9.86 -0.999
O 20.13 8.37 10.45 -0.431
C 19.13 8.37 11.41 -1.046
H 27.43 7.27 9.08 0.278
H 26.98 7.02 10.79 0.306
H 26.88 8.61 10.07 0.203
H 25.66 8.23 7.60 0.738
H 24.92 9.16 8.96 0.065
H 23.69 6.73 7.61 0.777
H 23.20 8.37 7.20 0.079
H 23.01 7.17 9.84 0.282
H 21.48 6.33 8.22 0.575
H 20.89 7.93 7.92 -0.212
H 20.86 6.42 10.57 0.354
H 19.45 6.70 9.47 0.423
H 19.26 7.55 12.14 0.354
H 18.12 8.20 11.02 0.338
H 19.03 9.27 12.02 0.286
O 24.09 12.19 10.07 -0.207
H 23.93 13.04 10.51 0.226
H 24.93 11.86 10.38 0.189
C 20.65 13.06 10.34 -0.704
C 20.93 11.70 10.94 -0.297
O 21.29 10.71 9.99 0.147
O 21.63 13.44 9.36 -0.319
H 20.69 13.74 11.21 0.428
H 19.66 13.09 9.90 0.348
H 20.03 11.42 11.51 0.232
H 21.77 11.76 11.65 0.445
H 20.78 9.87 10.06 0.176
H 21.34 14.26 8.95 0.254
```

***

Record 2
Computed, not measured: a cluster of 3 separate species, C16H35FO12P2 in total at a distorted geometry, with ωB97M-V with the def2-TZVPD basis set.

**Spin multiplicity**: 1
**Lowest unoccupied orbital energy**: -0.714 eV
**Structure (SMILES)**: O=C(OF)OC[C@@H]1CO1.CCOP(=O)(OCC)OCC.CCOP(=O)(OCC)OCC
**Kohn-Sham gap**: 8.35 eV

```
66
Properties=species:S:1:pos:R:3:mulliken_charge:R:1
O -0.91 0.29 0.15 -0.419
C -0.64 1.30 -0.40 0.808
O -1.48 1.91 -1.34 -0.156
F -1.76 0.88 -2.25 -0.116
O 0.55 1.93 -0.20 -0.301
C 1.48 1.41 -1.17 -0.734
C 2.87 1.94 -0.76 0.275
C 4.05 1.43 -1.73 -0.797
O 3.70 0.98 -0.25 -0.344
H 1.55 0.32 -1.11 0.422
H 1.31 1.80 -2.18 0.336
H 2.94 2.97 -0.39 0.354
H 3.23 1.14 -2.47 0.181
H 4.52 0.44 -1.82 0.478
O -3.80 3.64 6.13 -0.790
P -4.53 3.68 4.84 1.067
O -3.41 4.20 3.76 -0.357
C -2.07 3.73 3.81 -0.435
C -1.91 2.40 3.10 -0.725
O -5.44 5.03 5.01 -0.356
C -5.63 5.64 6.28 -0.314
C -4.63 6.76 6.50 -1.018
O -5.62 3.11 3.78 -0.339
C -5.42 2.78 2.41 -0.147
C -5.27 1.29 2.21 -1.063
H -1.71 3.65 4.84 0.326
H -1.46 4.48 3.31 0.329
H -2.50 1.62 3.58 0.156
H -0.86 2.08 3.11 0.467
H -2.23 2.47 2.06 0.097
H -5.57 4.90 7.08 0.334
H -6.64 6.04 6.30 0.326
H -3.61 6.43 6.31 0.275
H -4.69 7.14 7.52 0.357
H -4.83 7.58 5.81 0.278
H -4.59 3.33 1.96 0.275
H -6.32 3.12 1.89 0.346
H -4.49 0.88 2.85 0.244
H -5.03 1.05 1.17 0.325
H -6.20 0.77 2.48 0.352
O 3.15 -2.59 -2.85 -0.741
P 2.95 -4.08 -2.91 1.167
O 3.66 -4.37 -4.37 -0.419
C 4.88 -3.75 -4.75 -0.255
C 6.09 -4.49 -4.22 -0.944
O 1.39 -4.17 -3.37 -0.370
C 0.50 -3.07 -3.17 -0.198
C 0.41 -2.22 -4.41 -1.018
O 2.90 -5.65 -2.47 -0.387
C 3.64 -6.75 -3.00 -0.092
C 4.80 -7.11 -2.09 -1.114
H 4.91 -2.71 -4.44 0.246
H 4.91 -3.76 -5.84 0.318
H 6.10 -4.49 -3.12 0.170
H 7.01 -4.02 -4.56 0.413
H 6.10 -5.53 -4.55 0.253
H 0.80 -2.48 -2.30 0.217
H -0.48 -3.50 -2.94 0.330
H 1.39 -1.93 -4.77 0.257
H -0.18 -1.31 -4.22 0.316
H -0.08 -2.77 -5.22 0.316
H 3.97 -6.59 -4.02 0.242
H 2.94 -7.58 -3.03 0.347
H 5.43 -6.25 -1.89 0.258
H 5.41 -7.90 -2.54 0.335
H 4.44 -7.47 -1.13 0.352
```

***

Record 3
Computed, not measured: a cluster of 3 separate species, C16H35N2O8P3S in total at a distorted geometry, with ωB97M-V with the def2-TZVPD basis set.

**Spin multiplicity**: 1
**Lowest unoccupied orbital energy**: 0.355 eV
**Structure (SMILES)**: N#CC[C@@H](C#N)[PH2]=S.CCOP(=O)(OCC)OCC.CCOP(=O)(OCC)OCC
**Kohn-Sham gap**: 9.53 eV

```
65
Properties=species:S:1:pos:R:3:mulliken_charge:R:1
N 5.78 7.78 4.00 -0.380
C 6.08 7.03 3.18 0.172
C 6.34 5.98 2.19 -0.566
C 5.49 4.70 2.45 0.248
C 6.18 3.82 3.39 -0.100
N 6.71 3.13 4.13 -0.373
P 3.73 5.04 2.95 0.114
S 2.51 4.27 1.66 -0.364
H 7.40 5.76 2.24 0.378
H 6.05 6.37 1.22 0.300
H 5.43 4.17 1.50 0.348
H 3.51 6.42 3.04 0.106
H 3.60 4.49 4.24 0.120
O -0.77 1.75 -0.99 -0.650
P -1.63 2.07 -2.15 1.102
O -0.63 2.86 -3.18 -0.357
C 0.54 2.20 -3.66 -0.305
C 0.21 1.13 -4.69 -0.957
O -2.48 3.33 -1.60 -0.393
C -2.45 3.71 -0.22 -0.242
C -1.33 4.69 0.07 -0.934
O -2.80 1.78 -3.25 -0.375
C -3.17 0.45 -3.63 -0.318
C -3.05 -0.57 -2.51 -1.061
H 1.10 1.78 -2.83 0.232
H 1.15 2.97 -4.12 0.359
H -0.29 0.28 -4.22 0.191
H 1.12 0.75 -5.16 0.432
H -0.44 1.52 -5.46 0.247
H -2.36 2.83 0.42 0.216
H -3.41 4.17 0.01 0.325
H -0.39 4.39 -0.39 0.218
H -1.18 4.80 1.14 0.336
H -1.58 5.67 -0.34 0.313
H -2.57 0.14 -4.50 0.249
H -4.20 0.49 -3.97 0.309
H -2.02 -0.63 -2.13 0.299
H -3.32 -1.56 -2.87 0.445
H -3.70 -0.30 -1.68 0.344
O -0.31 -3.97 -0.18 -0.757
P -1.02 -4.36 1.05 1.105
O -2.61 -4.38 0.71 -0.340
C -3.09 -5.20 -0.36 -0.324
C -3.08 -6.67 0.00 -0.997
O -0.95 -3.04 1.98 -0.376
C -0.19 -1.89 1.59 -0.628
C -1.00 -0.93 0.76 -0.399
O -1.07 -5.30 2.38 -0.355
C -0.41 -6.57 2.45 -0.264
C 0.88 -6.64 1.66 -1.126
H -2.50 -5.01 -1.26 0.274
H -4.11 -4.87 -0.56 0.354
H -2.05 -7.05 0.08 0.200
H -3.59 -7.26 -0.76 0.419
H -3.57 -6.83 0.96 0.266
H 0.72 -2.20 1.07 0.344
H 0.13 -1.40 2.51 0.405
H -1.57 -1.44 -0.02 -0.017
H -0.36 -0.18 0.29 0.276
H -1.73 -0.41 1.38 0.257
H -1.10 -7.35 2.12 0.258
H -0.20 -6.76 3.50 0.321
H 0.71 -6.43 0.60 0.354
H 1.32 -7.63 1.74 0.387
H 1.60 -5.91 2.03 0.336
```

***

Record 4
Computed, not measured: a cluster of 5 separate species, C16H35N3O5P in total at a distorted geometry, with ωB97M-V with the def2-TZVPD basis set.

**Spin multiplicity**: 1
**Lowest unoccupied orbital energy**: -2.982 eV
**Kohn-Sham gap**: 8.54 eV
**Total charge**: +1

```
60
Properties=species:S:1:pos:R:3:mulliken_charge:R:1
O -3.60 -1.38 -3.17 -0.536
P -2.27 -0.79 -3.14 0.384
N -2.12 0.24 -1.75 -0.218
C -1.08 0.42 -0.93 0.415
N 0.13 -0.15 -1.10 -0.170
C 0.50 -1.04 0.06 -0.383
C -0.57 -1.05 1.15 -0.930
C -1.22 0.30 1.42 -0.575
N -1.21 1.18 0.20 -0.061
H -1.22 -1.70 -2.94 0.054
H -1.97 0.04 -4.23 0.140
H -2.97 0.74 -1.52 0.284
H 0.23 -0.63 -1.98 0.253
H 0.57 -2.04 -0.35 0.325
H 1.49 -0.82 0.44 0.377
H -1.32 -1.80 0.91 0.363
H -0.12 -1.39 2.07 0.487
H -2.27 0.14 1.68 0.299
H -0.79 0.82 2.27 0.452
H -2.04 1.76 0.15 0.057
C 3.53 -5.25 -1.37 -0.904
C 2.84 -3.97 -1.75 0.761
O 1.98 -3.47 -1.06 -0.531
C 3.28 -3.32 -3.04 -1.086
H 3.13 -5.62 -0.44 0.086
H 3.37 -6.00 -2.15 0.337
H 4.60 -5.07 -1.26 0.381
H 3.11 -3.99 -3.88 0.348
H 4.34 -3.07 -2.99 0.338
H 2.72 -2.40 -3.20 0.203
C -1.48 4.43 1.10 -0.686
C -2.91 4.13 1.41 0.911
O -3.56 3.40 0.68 -0.629
C -3.50 4.73 2.65 -1.193
H -1.23 3.92 0.17 0.214
H -1.30 5.51 0.98 0.136
H -0.83 4.06 1.90 0.330
H -3.45 5.82 2.59 0.319
H -2.94 4.41 3.53 0.331
H -4.54 4.42 2.76 0.344
C 1.48 8.75 0.81 -1.161
C 0.36 7.89 0.29 0.888
O -0.53 7.50 1.01 -0.593
C 0.41 7.53 -1.18 -1.107
H 1.33 8.93 1.87 0.301
H 2.44 8.25 0.67 0.341
H 1.50 9.70 0.28 0.346
H 1.33 6.98 -1.40 0.322
H 0.39 8.43 -1.78 0.363
H -0.45 6.91 -1.43 0.262
C -0.61 -7.63 1.18 -1.130
C 0.87 -7.48 0.93 0.851
O 1.30 -7.19 -0.16 -0.520
C 1.78 -7.73 2.11 -1.118
H -1.16 -7.43 0.26 0.292
H -0.84 -8.64 1.52 0.351
H -0.94 -6.93 1.95 0.326
H 1.65 -8.74 2.48 0.366
H 1.55 -7.02 2.91 0.321
H 2.82 -7.59 1.81 0.277
```

***

| no. | energy (eV) |
| --- | --- |
| 1 | -101823.56614 |
| 2 | -63016.98335 |
| 3 | -75223.16158 |
| 4 | -41150.61768 |